Molecular formula: C25H28N3OPPdS4
Method: DFT, ωB97M-V/def2-TZVPD

ΔE to the lowest compared entry with this formula, charge and spin = 8.57 kcal/mol
LUMO energy = -0.004 Eh
HOMO energy = -6.6 eV
F_max = 0.5 eV Å⁻¹
Gap between HOMO and LUMO = 6.5 eV
M = 652.18 g/mol

```
! RIJCOSX wB97M-V def2-TZVPD def2/J DEFGRID3
* xyz 0 1
Pd -0.71579 -0.33647 0.04844
N -1.65466 1.58244 0.32103
C -0.91049 2.52000 1.14658
C -1.43597 3.77657 1.42195
C -0.74017 4.65466 2.23562
C 0.47869 4.27943 2.78363
C 1.00215 3.02923 2.50772
C 0.31845 2.13880 1.68122
P 0.95552 0.47653 1.27003
C 2.63540 0.73463 0.65543
C 3.06933 1.96009 0.15654
C 4.33535 2.07536 -0.39992
C 5.16864 0.96901 -0.47286
C 4.73282 -0.25897 0.00746
C 3.47206 -0.38008 0.56857
C 1.15300 -0.36375 2.86543
C 0.13620 -1.21345 3.29793
C 0.22978 -1.83155 4.53563
C 1.33539 -1.60850 5.34329
C 2.35144 -0.76450 4.91542
C 2.26205 -0.14203 3.68027
H -1.84498 1.97284 -0.60083
H -2.55513 1.38749 0.75264
H -2.39405 4.05926 1.00168
H -1.15185 5.63265 2.44770
H 1.01768 4.96257 3.42701
H 1.95230 2.73400 2.93665
H 2.42400 2.82816 0.20098
H 4.66867 3.03335 -0.77830
H 6.15630 1.06169 -0.90567
H 5.37525 -1.12770 -0.05708
H 3.12931 -1.34111 0.93462
H -0.71589 -1.40361 2.65570
H -0.55767 -2.49946 4.85992
H 1.41015 -2.09926 6.30531
H 3.21832 -0.59554 5.54141
H 3.06718 0.50160 3.34348
O -2.51703 -6.78577 0.98094
C -2.22194 -5.64674 0.74676
S -3.38814 -4.31504 0.64171
C -2.23209 -3.03541 0.32831
C -0.93888 -3.39492 0.26069
S 0.36702 -2.30928 -0.15509
S -0.55396 -5.08167 0.51897
S -2.83305 -1.41264 0.11638
C -1.75064 0.46298 -5.27257
C -2.29305 -0.46308 -4.18918
C -1.73470 -1.87909 -4.36256
C -3.81634 -0.50886 -4.25174
N -1.97224 0.10321 -2.86649
N -0.59385 0.16675 -2.52263
H -2.06418 0.11779 -6.25933
H -0.65873 0.48704 -5.26548
H -2.12443 1.47756 -5.12419
H -2.06221 -2.30288 -5.31355
H -2.08377 -2.53062 -3.55846
H -0.64225 -1.89375 -4.36771
H -4.15041 -0.89624 -5.21495
H -4.23087 0.49081 -4.11122
H -4.21337 -1.15918 -3.46798
H -2.41643 -0.47690 -2.15489
H -0.19634 1.01164 -2.91381
H -0.05689 -0.63004 -2.85653
*
```